[1]
23
Properties=species:S:1:pos:R:3:forces:R:3 method="wB97M-V/def2-TZVPD" lumo_energy_ev="-3.0 / -8.1" max_force_ev_per_a=2.489 relative_energy_kcal_mol=42.4 charge=+1 e_homo_ha="-0.49878 / -0.49878" spin_multiplicity=2 gap_ev="10.550 / 5.444"
C -1.01103 1.88998 0.25688 0.80 1.43 -0.44
N -0.05649 1.03537 -0.39035 -1.73 -0.89 1.21
C -0.20998 0.48452 -1.71714 -0.38 -0.17 -1.37
O -0.87896 -0.74109 -1.72280 0.07 0.02 1.02
C -0.45208 2.28629 1.59201 0.15 0.62 2.41
H -2.07318 1.59367 0.32882 0.36 -1.07 -0.22
H -1.14615 2.73410 -0.43965 0.14 0.22 0.09
H 0.46677 0.52719 0.32893 0.60 -0.24 -0.37
H 0.75369 0.42384 -2.22351 0.24 0.08 0.23
H -0.88460 1.12371 -2.27755 0.22 0.42 -0.03
H -0.45051 -1.39306 -1.14787 0.08 -0.14 -0.26
H -1.18614 2.60998 2.33766 -0.47 -0.12 -0.57
H 0.26895 3.10153 1.67341 0.06 0.05 -0.99
H 0.04529 1.48886 2.15597 -0.13 -0.45 -0.55
H 0.86185 -0.59084 3.34565 0.17 -0.14 0.30
H 1.65508 -1.70992 2.62525 -0.03 0.05 0.19
O 0.87149 -1.15294 2.56920 -0.15 0.23 -0.65
H -2.56504 -5.11914 -1.67105 0.00 0.01 -0.12
H -3.11418 -6.18965 -0.74776 0.03 -0.01 0.07
O -2.49982 -5.44884 -0.77197 -0.02 0.03 0.03
H 3.16269 1.38713 -1.47945 0.32 0.25 0.28
H 4.52844 0.83312 -0.94481 -0.04 0.22 0.22
O 3.91392 0.82619 -1.67987 -0.29 -0.42 -0.48

***

[2]
94
Properties=species:S:1:pos:R:3:forces:R:3 method="wB97M-V/def2-TZVPD" lumo_energy_ev="-3.2 / -3.2" max_force_ev_per_a=7.785 charge=+1 e_homo_ha="-0.31530 / -0.31491" spin_multiplicity=3 gap_ev="5.398 / 5.404"
C 0.57350 1.50144 2.35860 -0.23 -0.02 1.60
C -0.85242 2.35871 0.68724 -0.70 -0.68 -1.31
C 0.49204 2.68982 3.06591 0.84 -1.09 0.11
C -0.67171 3.63279 1.22678 -0.05 0.74 0.46
C -0.09747 3.78603 2.45720 -0.42 0.35 -0.71
H 0.94583 2.75308 4.05013 0.03 0.06 -0.19
H -1.17183 4.43326 0.69855 0.00 0.22 0.22
H -0.13785 4.73682 2.94950 0.13 0.38 0.18
N -0.13202 1.30783 1.21030 0.31 -0.23 0.15
P 1.81830 -0.92510 1.75997 0.43 0.19 0.55
P -2.26639 0.49994 -0.79101 -1.23 0.92 0.03
C 1.38223 0.33587 3.01653 -0.19 0.40 0.07
H 2.32050 0.69406 3.50555 -0.76 0.10 -0.45
H 0.82216 -0.15026 3.84858 0.01 0.37 -0.69
C -1.95839 2.22004 -0.26639 6.23 -0.06 -2.24
H -1.69700 2.83268 -1.16062 -0.56 0.27 0.67
C -2.46347 0.11848 -2.70926 -0.01 0.40 0.11
C -3.95171 1.00080 -0.06130 -0.38 -0.77 -0.32
C 3.44929 -0.20984 1.09160 -0.01 -0.45 0.16
C 2.09626 -2.50428 2.78583 0.18 0.52 -0.38
C -1.51280 -0.99811 -3.18308 0.12 -0.03 0.15
H -1.67026 -1.92125 -2.61364 0.04 0.06 -0.03
H -1.72646 -1.22859 -4.24459 0.06 0.18 0.45
H -0.45670 -0.72319 -3.10778 -0.22 -0.06 0.02
C -3.87347 -0.37260 -3.06955 -0.10 0.03 -0.10
H -4.11862 -1.28250 -2.51154 -0.05 0.14 -0.11
H -4.64837 0.38039 -2.90696 0.18 -0.25 0.03
H -3.90646 -0.63706 -4.14060 0.13 0.12 0.31
C -2.12304 1.38365 -3.49354 -0.01 0.19 -0.46
H -2.21170 1.17721 -4.57543 0.08 0.01 0.30
H -2.80597 2.21521 -3.28461 0.17 -0.16 0.07
H -1.08918 1.70874 -3.30314 -0.35 -0.04 -0.03
C -4.85927 -0.21040 0.04704 -0.95 0.13 0.28
H -4.34774 -1.04033 0.56666 -0.22 0.28 -0.12
H -5.73395 0.09265 0.64921 0.09 -0.47 -0.23
H -5.21087 -0.55697 -0.93483 0.07 0.07 0.48
C -3.72569 1.60936 1.35179 -0.17 0.35 0.05
H -3.15447 0.93162 2.00438 -0.40 0.32 -0.03
H -3.18588 2.57838 1.27858 -0.68 -0.93 0.28
H -4.70620 1.86695 1.77645 0.05 -0.57 0.09
C -4.50430 2.14515 -0.95411 -0.39 0.23 -0.05
H -3.70150 2.77487 -1.39030 -0.75 -0.55 0.31
H -5.16682 1.80431 -1.76452 0.12 0.09 0.45
H -5.06403 2.82758 -0.29370 -0.08 -0.22 -0.35
C 2.67527 -3.56261 1.83370 0.03 -0.26 0.19
H 2.65370 -4.54044 2.33858 0.04 0.18 -0.14
H 2.07534 -3.64370 0.91334 0.22 0.07 0.23
H 3.72001 -3.35442 1.56318 -0.36 -0.07 0.11
C 0.71997 -2.97948 3.28492 0.04 -0.14 -0.01
H 0.22602 -2.24748 3.93716 0.09 -0.18 -0.18
H 0.04378 -3.22959 2.45484 0.19 0.14 0.21
H 0.87766 -3.89718 3.87387 -0.09 0.25 -0.14
C 3.01191 -2.29575 4.00434 0.07 -0.32 0.11
H 2.91984 -3.18603 4.64548 0.04 0.24 -0.08
H 4.07016 -2.21265 3.73183 -0.41 0.03 0.11
H 2.72731 -1.42377 4.61025 0.06 -0.24 -0.18
C 3.28694 1.27978 0.71467 -0.03 -0.03 -0.05
H 4.25698 1.62921 0.32581 -0.24 -0.10 0.13
H 2.54871 1.44218 -0.07419 0.09 0.00 0.36
H 3.02423 1.91308 1.57206 0.09 -0.17 -0.19
C 3.83240 -1.01638 -0.16001 0.25 0.08 -0.10
H 3.05121 -0.96308 -0.92038 0.38 -0.14 0.22
H 4.75140 -0.57687 -0.57602 -0.14 -0.19 0.03
H 4.02300 -2.07442 0.06002 0.04 0.36 -0.05
C 4.59642 -0.28879 2.10922 0.34 0.08 -0.10
H 4.34415 0.14122 3.08819 0.05 -0.16 -0.23
H 4.97962 -1.30897 2.24184 -0.19 0.29 -0.03
H 5.43000 0.30595 1.70504 -0.15 -0.14 0.14
Ti -0.29823 -0.68076 0.30146 0.17 0.50 0.22
C -1.53340 -1.05284 1.85648 -2.91 -0.55 4.47
O -2.24009 -1.18587 2.79875 2.68 0.39 -3.60
N 1.12920 -0.21975 -1.34788 2.02 5.44 -3.86
C 1.48012 0.76210 -1.98039 -5.07 -3.77 4.55
C 1.48811 2.02702 -2.65424 2.27 0.96 -1.56
C 2.43500 1.79167 -3.68229 0.21 -0.46 -0.19
C 1.07624 3.41026 -2.45809 0.26 -0.85 0.00
C 3.04130 2.77719 -4.41834 0.10 1.17 -0.47
H 2.74052 0.75617 -3.89245 -0.13 0.43 0.23
C 1.66412 4.42931 -3.24011 0.15 -0.49 0.02
H 0.29427 3.69301 -1.75232 0.36 -0.35 0.05
C 2.66767 4.11709 -4.18475 0.03 -0.17 -0.12
H 3.80873 2.48282 -5.15891 -0.60 0.47 0.48
H 1.38415 5.50539 -3.10429 0.10 -1.31 -0.02
H 3.14610 4.93389 -4.75442 -0.32 -0.57 0.40
C -0.18243 -4.91508 -0.78347 0.03 -0.72 0.22
C -0.86257 -3.76733 -0.12799 1.08 2.58 -0.44
C -2.16169 -3.97900 0.55710 -0.73 -0.54 -0.12
O -0.34428 -2.61024 -0.20911 -0.93 -3.13 -0.32
H -0.72290 -5.82904 -0.51233 0.32 0.08 -0.22
H 0.86662 -5.01787 -0.46186 -0.34 0.23 -0.20
H -0.20953 -4.81206 -1.88081 0.05 0.14 0.37
H -2.09287 -3.83583 1.65065 0.12 0.10 -0.45
H -2.95112 -3.30883 0.16703 0.46 -0.11 0.21
H -2.46517 -5.01847 0.36897 -0.15 0.41 0.24